ORCA calculation (ωB97M-V/def2-TZVPD) on C25H45F12O19SV2 as an isolated structure.

```
104
Properties=species:S:1:pos:R:3:forces:R:3
O -1.3723 0.7043 5.2126 -0.365 -0.531 0.264
V -2.2771 1.0119 3.9826 0.791 -0.833 -2.687
O -2.8089 -0.3554 3.3416 0.218 1.443 1.264
O -3.4123 -2.5852 0.1866 1.007 1.766 -2.159
V -2.6004 -1.6754 -0.8686 -0.518 3.572 2.556
O -3.2358 -0.1657 -1.0019 0.311 -3.750 -0.011
C 1.4578 0.1382 0.6283 -0.407 0.063 1.334
F 1.6970 -0.1195 -0.6513 -0.330 0.068 0.017
F 1.8906 -0.9315 1.3536 -0.562 0.496 -0.623
F 2.1861 1.1792 1.0126 -0.432 -0.155 -0.244
S -0.4433 0.5537 0.9352 -2.464 1.083 -0.148
O -0.7126 1.7427 0.1526 0.922 -1.083 -0.330
O -1.2266 -0.6440 0.4987 1.820 0.345 0.907
O -0.6278 0.9229 2.3687 0.650 -1.207 -0.558
C -0.6192 -3.8044 0.2753 0.902 -2.311 1.994
O -0.9242 -3.1333 -0.8986 -1.063 0.956 -0.060
C 0.2264 -2.9263 -1.6938 -0.870 0.602 -1.603
C -0.2706 -2.0543 -2.8865 0.861 -0.304 0.661
O -1.0201 -0.9296 -2.4014 0.257 -0.538 0.307
C -1.0372 0.1729 -3.3333 -0.282 0.459 -0.759
H 0.3003 -3.4270 0.7226 -0.059 0.303 0.051
H -0.4600 -4.8717 0.1216 0.460 -0.185 -0.859
H -1.3663 -3.9410 1.0572 -0.632 1.354 -0.415
H 0.5803 -3.9017 -2.0276 0.030 -0.005 -0.313
H 1.0552 -2.4497 -1.1704 -0.315 0.228 0.382
H -0.9345 -2.6035 -3.5542 0.344 -0.260 -0.197
H 0.6441 -1.7189 -3.3753 -0.215 0.098 -0.463
H -1.6783 0.9750 -2.9676 -0.123 -0.437 0.286
H -1.3733 -0.1490 -4.3189 -0.382 -0.235 0.127
H -0.0705 0.6284 -3.5482 0.466 -0.341 0.622
C 5.7707 -1.3109 -1.0069 1.966 0.616 -1.510
O 5.3754 -2.5901 -0.6975 0.128 -1.091 0.775
C 4.4559 -2.6025 0.3437 -1.532 -2.844 -0.776
C 3.9823 -4.0935 0.5766 0.589 1.658 -0.242
O 3.3085 -4.5608 -0.5596 -0.032 0.070 0.461
C 2.5758 -5.7834 -0.3675 0.313 -0.301 -0.218
H 6.4828 -1.4370 -1.8224 -0.253 0.313 -0.225
H 6.3849 -0.9382 -0.1872 -0.160 0.342 0.445
H 4.9751 -0.6135 -1.2692 -0.281 -0.085 0.212
H 3.6430 -2.0076 -0.0729 -0.419 0.434 0.889
H 4.9080 -2.2928 1.2859 -0.099 0.575 0.093
H 3.3585 -4.0887 1.4704 -0.290 -0.320 0.146
H 4.8654 -4.6971 0.7861 0.240 -0.238 -0.076
H 3.1943 -6.6138 -0.0267 0.637 0.164 0.039
H 2.2007 -6.0798 -1.3471 -0.338 0.310 0.254
H 1.8455 -5.6835 0.4354 -0.386 0.312 -0.168
C -4.5998 1.8355 1.9066 -1.630 1.013 -1.572
O -3.6013 2.3699 2.7584 1.042 -1.101 1.474
C -3.0113 3.5892 2.3276 0.366 0.442 -0.434
C -1.9762 4.1458 3.3399 -1.249 -0.594 -1.462
O -1.4240 3.0628 4.1192 -1.283 1.355 -1.288
C -0.1613 3.4708 4.6077 0.974 -1.431 0.562
H -5.4382 2.5315 1.9341 -0.464 -0.245 0.621
H -4.9224 0.8082 2.0759 0.509 0.238 0.734
H -4.3924 1.9131 0.8393 1.129 -0.228 -0.065
H -3.7599 4.3644 2.1639 -0.335 -0.116 0.126
H -2.5540 3.4032 1.3558 0.224 -0.160 -0.006
H -2.4508 4.9660 3.8786 0.176 -0.473 0.966
H -1.2466 4.6365 2.6957 0.552 -0.263 0.267
H 0.5526 3.5797 3.7912 -0.255 0.788 -0.212
H 0.2395 2.5834 5.0977 -0.154 0.307 0.689
H -0.3003 4.3235 5.2722 0.405 -0.034 -0.131
C 0.1309 -2.0863 3.6098 0.807 0.061 -1.107
C 1.0603 -3.0534 4.3043 -0.358 0.276 -0.079
O 0.3253 -4.2520 4.6534 -0.539 -2.333 0.162
C 0.3563 -5.4263 3.9228 2.575 2.559 -1.031
O 1.0630 -5.5185 2.9080 -1.962 -0.278 1.951
C -0.4624 -6.6761 4.5033 0.723 2.761 1.588
F -1.4782 -6.9053 3.7223 -1.173 0.015 -0.068
F 0.3359 -7.7053 4.4372 0.310 -0.558 0.760
F -0.8664 -6.3748 5.8244 0.688 -1.093 -2.752
H 0.7674 -1.2493 3.3229 -0.138 0.228 0.139
H -0.7158 -1.6731 4.1580 0.140 -0.541 0.217
H -0.1740 -2.5333 2.6636 -0.475 0.117 0.073
H 1.4386 -2.5166 5.1743 -0.329 -0.861 0.722
H 1.9694 -3.2790 3.7468 -0.301 -0.298 -0.446
C -3.3557 3.6829 -1.6768 -0.952 1.177 -0.137
C -3.3765 4.5408 -2.9558 1.068 -0.569 0.744
O -3.6304 3.6898 -4.0935 0.970 -1.237 -1.732
C -2.5907 3.1350 -4.8170 1.638 2.410 1.742
O -1.4104 3.4269 -4.6248 -2.615 -1.262 -0.379
C -3.0127 2.2930 -6.0698 0.804 0.404 -0.125
F -2.7881 3.0943 -7.1222 0.209 -0.467 0.213
F -2.2539 1.1558 -6.2045 -0.679 1.248 0.324
F -4.2751 1.9670 -6.0804 -0.641 -0.462 0.257
H -4.3154 3.1746 -1.5832 0.200 -0.437 -0.036
H -3.3572 4.4153 -0.8696 0.183 0.018 0.289
H -2.4930 3.0317 -1.5360 -0.104 -0.074 -0.350
H -2.4300 5.0810 -2.9777 0.227 -0.262 -0.743
H -4.1266 5.3317 -2.9536 -0.361 -0.522 -0.041
C 0.6968 4.4980 -1.0579 0.367 0.572 0.288
C 0.8409 3.7027 -2.3468 -1.254 1.645 0.135
O 2.2274 3.4975 -2.4728 2.320 -2.231 -1.431
C 2.7221 2.8863 -3.5885 -3.177 -0.451 -2.666
O 2.0917 2.5097 -4.6122 1.860 1.188 4.197
C 4.2495 2.7723 -3.6467 0.833 0.958 1.326
F 4.6677 3.5050 -4.6683 0.049 -0.837 -0.472
F 4.8745 3.3059 -2.5694 -0.513 -0.452 0.012
F 4.6524 1.4791 -3.7055 -0.354 0.704 -0.487
H 1.3506 5.3678 -0.9934 0.180 0.010 -0.482
H 1.0066 3.8788 -0.2161 -0.329 -0.162 0.057
H -0.2977 4.9113 -0.8898 -0.212 -0.450 -0.109
H 0.5501 4.2429 -3.2478 -0.425 0.028 0.168
H 0.1860 2.8394 -2.2281 0.631 -0.618 -0.403
```
Positions in Å, forces in eV/Å.

Results
F_max in eV/Å: 4.74
Frontier orbital gap (spin up / spin down) in eV: 8.332 / 3.882
Net charge: +2
2S+1: 2

Mulliken atomic charge list, values in e, 99 entries: atom 1 (O): -0.57, atom 2 (V): 1.22, atom 3 (O): -0.53, atom 4 (O): -0.60, atom 5 (V): 0.88, atom 6 (O): -0.54, atom 7 (C): 0.28, atom 8 (F): -0.16, atom 9 (F): -0.14, atom 10 (F): -0.13, atom 11 (S): 0.27, atom 12 (O): -0.26, atom 13 (O): 0.17, atom 14 (O): 0.32, atom 15 (C): -0.86, atom 16 (O): -0.59, atom 17 (C): 0.56, atom 18 (C): -1.11, atom 19 (O): 0.29, atom 20 (C): -0.75, atom 21 (H): 0.22, atom 22 (H): 0.52, atom 23 (H): 0.45, atom 24 (H): 0.48, atom 25 (H): -0.29, atom 26 (H): 0.43, atom 27 (H): 0.39, atom 28 (H): -0.18, atom 29 (H): 0.49, atom 30 (H): 0.38, atom 31 (C): -0.69, atom 32 (O): -0.16, atom 33 (C): 0.02, atom 34 (C): -0.23, atom 35 (O): -0.20, atom 36 (C): -0.55, atom 37 (H): 0.31, atom 38 (H): 0.39, atom 39 (H): 0.34, atom 40 (H): -0.20, atom 41 (H): 0.52, atom 42 (H): 0.15, atom 43 (H): 0.49, atom 44 (H): 0.38, atom 45 (H): 0.31, atom 46 (H): 0.13, atom 47 (C): -0.72, atom 48 (O): -0.25, atom 49 (C): 0.34, atom 50 (C): -0.75, atom 51 (O): -0.03, atom 52 (C): -0.92, atom 53 (H): 0.39, atom 54 (H): 0.35, atom 55 (H): 0.08, atom 56 (H): 0.52, atom 57 (H): -0.42, atom 58 (H): 0.49, atom 59 (H): 0.40, atom 60 (H): 0.37, atom 61 (H): 0.24, atom 62 (H): 0.32, atom 63 (C): 0.13, atom 64 (C): -0.44, atom 65 (O): -0.27, atom 66 (C): 0.42, atom 67 (O): -0.56, atom 68 (C): 0.79, atom 69 (F): -0.21, atom 70 (F): -0.21, atom 71 (F): -0.23, atom 72 (H): -0.04, atom 73 (H): 0.38, atom 74 (H): -0.35, atom 75 (H): 0.39, atom 76 (H): 0.13, atom 77 (C): -0.63, atom 78 (C): -0.66, atom 79 (O): -0.30, atom 80 (C): 0.40, atom 81 (O): -0.48, atom 82 (C): 0.79, atom 83 (F): -0.23, atom 84 (F): -0.22, atom 85 (F): -0.23, atom 86 (H): 0.42, atom 87 (H): 0.34, atom 88 (H): 0.09, atom 89 (H): 0.29, atom 90 (H): 0.43, atom 91 (C): -1.41, atom 92 (C): 0.60, atom 93 (O): -0.26, atom 94 (C): 0.39, atom 95 (O): -0.54, atom 96 (C): 0.82, atom 97 (F): -0.23, atom 98 (F): -0.26, atom 99 (F): -0.24

=====

ORCA calculation (ωB97M-V/def2-TZVPD) on a 7-piece molecular cluster, C25H45N3O11 overall.

```
84
Properties=species:S:1:pos:R:3:forces:R:3
C -4.5312 0.2277 4.6950 -0.129 -1.343 -0.334
C -4.1167 -0.5549 5.9151 1.641 1.343 2.052
O -4.8875 -1.1500 6.6361 -0.555 -0.697 -0.162
N -2.7943 -0.3334 6.3001 -0.410 -0.149 -0.959
C -2.1210 -0.7742 7.5509 -1.477 0.497 -1.398
H -5.5497 0.5616 4.8932 0.259 0.433 -0.167
H -4.6055 -0.5368 3.9217 -0.183 0.084 -0.335
H -3.7949 0.9408 4.3242 -0.359 0.178 0.304
H -2.3359 0.2033 5.5777 0.734 -0.060 0.408
H -1.2711 -1.4248 7.3450 -0.033 0.062 0.068
H -2.9166 -1.3051 8.0738 0.294 -0.115 0.266
H -1.8407 0.1217 8.1048 0.209 -0.205 0.144
C 0.8147 -1.3668 4.4616 0.106 -0.895 1.362
C 1.4526 -1.4009 3.1211 -1.366 0.191 -2.951
O 0.8070 -1.7054 2.1000 0.147 0.100 1.276
N 2.7273 -1.0335 2.9934 2.627 -0.083 -0.177
C 3.5638 -1.1412 1.7256 -1.220 0.303 0.502
H 1.4699 -1.1518 5.3058 0.372 0.360 -0.204
H 0.5502 -2.4085 4.6432 -0.458 -0.084 -0.001
H -0.0782 -0.7539 4.5849 0.086 -0.021 -0.637
H 3.2356 -0.9625 3.8633 0.086 0.214 -0.205
H 2.8962 -1.4096 0.9069 0.010 0.001 0.232
H 4.3730 -1.8709 1.7533 -0.228 -0.156 0.493
H 4.0137 -0.1812 1.4723 -0.159 0.070 0.226
C -0.8855 -4.2045 -0.0431 0.562 -2.040 0.283
C -2.1566 -3.4803 0.0314 0.047 1.015 -0.278
O -2.6850 -2.9948 -0.9625 -0.376 0.029 0.597
N -2.5659 -3.2931 1.3110 0.841 -0.119 -0.202
C -3.6144 -2.3654 1.5621 -1.608 -0.237 -0.415
H -0.8983 -4.9775 0.7252 0.176 -0.058 0.417
H -0.0353 -3.5664 0.1978 -0.016 0.077 -0.502
H -0.8383 -4.8160 -0.9442 0.431 0.695 -0.355
H -2.1292 -3.8798 2.0075 -0.160 0.602 0.043
H -3.4831 -1.4222 1.0317 0.294 -0.187 0.183
H -3.8341 -2.1650 2.6107 0.401 -0.260 -0.048
H -4.4691 -2.8580 1.0985 -0.750 0.475 0.244
O 1.3058 3.7547 -1.5769 1.703 0.402 -2.871
C 1.9341 3.8578 -2.6356 -0.378 -0.640 0.740
O 3.0682 3.1396 -2.8831 0.757 -1.496 1.360
C 3.7840 3.4806 -4.0678 0.003 0.754 -0.605
C 2.7695 4.1807 -4.9261 0.160 1.342 -0.064
C 1.7551 4.6737 -3.9007 -0.731 0.135 -0.093
H 4.2698 2.7131 -4.6703 -0.443 -1.071 0.848
H 4.6197 4.1337 -3.8165 -0.135 0.261 0.392
H 2.3733 3.6224 -5.7743 -0.167 -0.280 0.374
H 3.2445 5.0789 -5.3207 0.007 -0.031 -0.456
H 0.7437 4.5670 -4.2929 -0.218 0.431 0.289
H 2.0384 5.6968 -3.6536 -0.596 0.205 0.107
O 0.0653 -0.7222 -3.0313 -3.096 2.133 -1.296
C -0.9306 -0.0876 -3.4849 3.039 -3.161 0.904
O -0.9218 1.1915 -3.6972 1.740 2.873 0.959
C -2.1801 1.8207 -3.9866 -0.307 -1.832 -1.192
C -3.0692 0.5745 -4.0286 -2.454 0.833 -0.423
C -2.2118 -0.6214 -4.0089 0.390 -1.448 0.796
H -2.1230 2.2361 -4.9927 0.304 0.303 0.104
H -2.4910 2.5989 -3.2896 0.485 -0.237 0.297
H -3.6523 0.5104 -4.9473 -0.374 0.530 0.062
H -3.7651 0.5543 -3.1899 -0.054 0.070 -0.004
H -2.0389 -1.0513 -4.9955 0.174 0.035 -0.092
H -2.6100 -1.4068 -3.3665 0.189 -0.114 -0.017
O 6.0080 -1.4638 -1.9333 -3.044 0.885 -1.157
C 4.8878 -1.0957 -2.3536 3.736 -1.635 1.873
O 3.9215 -0.7322 -1.4935 3.308 -1.357 1.580
C 2.8601 -0.1047 -2.0824 -0.443 0.439 -1.470
C 3.0652 -0.5564 -3.5633 -3.243 1.350 -0.422
C 4.4473 -0.9301 -3.7819 2.402 -0.517 0.531
H 3.0048 0.9712 -1.9847 -0.243 0.093 -0.083
H 2.0157 -0.4141 -1.4665 -0.538 0.012 -1.006
H 2.7460 0.2628 -4.2076 -0.607 -0.506 -0.286
H 2.6123 -1.5302 -3.7492 -1.337 0.694 0.046
H 5.2271 -0.3259 -4.2455 -0.443 0.847 -0.021
H 4.4622 -1.8239 -4.4056 0.472 -0.343 0.534
O -1.5715 0.7786 3.4340 1.026 -0.171 -2.703
C -1.1577 0.8149 2.2627 -2.457 -1.219 1.812
O -1.6850 -0.0581 1.2908 0.082 0.272 2.648
C -1.1882 0.1779 -0.0093 1.299 1.445 0.503
C -0.4991 1.5011 0.1801 1.820 0.504 -1.514
C -0.1731 1.7172 1.6318 -0.810 0.301 -0.448
H -2.0218 0.4191 -0.6689 0.037 -1.224 -0.218
H -0.3782 -0.4692 -0.3460 -1.027 -1.115 -0.011
H -1.1695 2.1732 -0.3556 0.857 1.096 0.570
H 0.5429 1.4849 -0.1396 -0.552 0.315 -1.816
H -0.2284 2.7955 1.7810 -0.148 -0.252 1.005
H 0.8281 1.3446 1.8487 0.018 0.070 0.166
```
Positions in Å, forces in eV/Å.

Results
F_max in eV/Å: 4.49
Frontier orbital gap (spin up / spin down) in eV: 1.586 / 9.452
Net charge: -1
2S+1: 2

Charges obtained by Mulliken population analysis, quoted in units of e: atom 1 (C): -0.55, atom 2 (C): 0.79, atom 3 (O): -0.67, atom 4 (N): -0.11, atom 5 (C): -0.93, atom 6 (H): 0.34, atom 7 (H): -0.05, atom 8 (H): 0.19, atom 9 (H): 0.17, atom 10 (H): 0.26, atom 11 (H): 0.35, atom 12 (H): 0.31, atom 13 (C): -0.89, atom 14 (C): 0.69, atom 15 (O): -0.53, atom 16 (N): -0.16, atom 17 (C): -0.87, atom 18 (H): 0.40, atom 19 (H): 0.32, atom 20 (H): -0.07, atom 21 (H): 0.24, atom 22 (H): 0.16, atom 23 (H): 0.38, atom 24 (H): 0.31, atom 25 (C): -1.18, atom 26 (C): 0.74, atom 27 (O): -0.63, atom 28 (N): -0.04, atom 29 (C): -0.93, atom 30 (H): 0.46, atom 31 (H): 0.15, atom 32 (H): 0.35, atom 33 (H): 0.24, atom 34 (H): 0.11, atom 35 (H): 0.37, atom 36 (H): 0.39, atom 37 (O): -0.63, atom 38 (C): 1.81, atom 39 (O): 0.06, atom 40 (C): -1.08, atom 41 (C): -1.01, atom 42 (C): -1.89, atom 43 (H): -0.06, atom 44 (H): 0.34, atom 45 (H): 1.10, atom 46 (H): 0.33, atom 47 (H): 0.22, atom 48 (H): 0.63, atom 49 (O): -0.35, atom 50 (C): 0.14, atom 51 (O): 1.16, atom 52 (C): -2.70, atom 53 (C): -0.83, atom 54 (C): -0.57, atom 55 (H): 0.65, atom 56 (H): 0.24, atom 57 (H): 0.75, atom 58 (H): 0.32, atom 59 (H): 0.51, atom 60 (H): 0.15, atom 61 (O): -0.64, atom 62 (C): 0.55, atom 63 (O): -0.34, atom 64 (C): 0.52, atom 65 (C): -0.34, atom 66 (C): -0.51, atom 67 (H): -0.07, atom 68 (H): -0.25, atom 69 (H): 0.23, atom 70 (H): 0.23, atom 71 (H): 0.22, atom 72 (H): 0.31, atom 73 (O): -0.63, atom 74 (C): -0.06, atom 75 (O): -0.16, atom 76 (C): 0.62, atom 77 (C): -0.34, atom 78 (C): -0.38, atom 79 (H): 0.07, atom 80 (H): -0.12, atom 81 (H): 0.31, atom 82 (H): -0.22, atom 83 (H): 0.45, atom 84 (H): 0.16

=====

Which formula does entry 2 have? C25H45N3O11

=====

Number 1 is which compound? C25H45F12O19SV2

=====

Which of these has the lowest net charge? C25H45N3O11